C6H9N in the gas phase at a distorted geometry, computed with wB97M-V/def2-TZVPD.

Output
* frontier orbital gap: 6.54 eV
* E_HOMO: -7.2 eV
* strongest force on any atom: 5.127 eV/A
* net charge: 0
* energy above the lowest of the compared OMol25 structures with the same formula, charge and spin: 168.9 kcal per mole

Element x y z (Å)
C1 -1.65 -1.20 -1.38
C2 -1.27 -1.17 0.11
C3 -0.04 -0.19 0.31
C4 -0.14 0.99 1.15
N1 1.11 1.74 0.76
C5 1.21 0.83 -0.42
C6 1.23 -0.61 -0.39
H1 -0.76 -1.52 -1.99
H2 -1.92 -0.19 -1.73
H3 -2.48 -1.89 -1.55
H4 -0.95 -2.20 0.49
H5 -2.06 -0.81 0.78
H6 -0.30 1.02 2.24
H7 1.89 1.49 1.41
H8 0.75 1.35 -1.28
H9 1.90 -1.27 0.09